1.
Molecular formula: C32H26MnNO4P2
Method: DFT, the ωB97M-V functional and the def2-TZVPD basis

Output
HOMO-LUMO gap (spin up / spin down) = 6.292 / 5.423 eV
Calculated total energy = -93176.2831 eV
Multiplicity = 4
Charge = +1
ΔE to the lowest compared entry with this formula, charge and spin = 0.0 kJ/mol

```
66
C32H26MnNO4P2 the ωB97M-V functional and the def2-TZVPD basis
Mn 0.050 -0.954 0.158
C -0.641 -3.467 2.300
P -0.500 -3.782 0.508
C -1.604 -2.601 -0.411
C -2.468 -1.641 0.161
C -3.313 -0.881 -0.654
C -3.315 -1.063 -2.020
C -2.494 -2.036 -2.595
C -1.665 -2.800 -1.805
C 1.148 -3.138 0.112
C 1.627 -3.395 -1.233
C 2.894 -3.155 -1.587
C 3.787 -2.401 -0.666
C 3.406 -2.543 0.762
C 2.154 -2.905 1.116
C -0.668 -2.064 2.812
C -1.116 -1.669 4.048
C -1.179 -0.257 4.034
C -0.773 0.146 2.788
C -0.897 1.506 2.178
P -0.334 1.431 0.446
C 1.172 2.418 0.345
C 2.080 2.388 1.405
C 3.265 3.096 1.319
C 3.558 3.821 0.170
C 2.665 3.841 -0.889
C 1.470 3.141 -0.807
C -1.538 2.262 -0.609
C -2.244 3.364 -0.124
C -3.123 4.040 -0.952
C -3.294 3.627 -2.267
C -2.587 2.538 -2.754
C -1.710 1.850 -1.928
N -0.412 -0.955 2.028
H 0.168 -4.066 2.732
H -1.557 -3.978 2.612
H -2.536 -1.525 1.233
H -3.974 -0.155 -0.199
H -3.969 -0.467 -2.643
H -2.519 -2.207 -3.662
H -1.072 -3.577 -2.266
H 0.951 -3.833 -1.953
H 3.251 -3.367 -2.585
H 4.845 -2.572 -0.840
H 4.141 -2.297 1.515
H 1.888 -2.926 2.164
H -1.399 -2.324 4.857
H -1.520 0.386 4.829
H -0.348 2.277 2.718
H -1.948 1.805 2.164
H 1.869 1.803 2.293
H 3.963 3.080 2.145
H 4.487 4.373 0.104
H 2.893 4.404 -1.784
H 0.777 3.162 -1.637
H -2.101 3.705 0.894
H -3.669 4.894 -0.575
H -3.978 4.160 -2.914
H -2.713 2.224 -3.782
H -1.161 0.998 -2.308
O 1.769 0.617 -2.978
C 1.506 -0.044 -2.016
O 0.370 -0.606 -1.705
C 2.488 -0.410 -0.878
O 3.616 -0.965 -1.209
O 2.079 -0.329 0.285
```



2.
Molecular formula: C2H3NiO2
Method: DFT, the ωB97M-V functional and the def2-TZVPD basis

Output
HOMO-LUMO gap (spin up / spin down) = 8.413 / 8.652 eV
Calculated total energy = -47230.7471 eV
Multiplicity = 4
Charge = +2
ΔE to the lowest compared entry with this formula, charge and spin = 111.6 kJ/mol

```
8
C2H3NiO2 the ωB97M-V functional and the def2-TZVPD basis
O 0.510 0.216 0.565
C -1.396 0.420 -0.008
C -0.179 -0.386 -0.363
H -1.371 1.470 -0.295
H -2.293 -0.094 0.330
H -0.235 -1.478 -0.390
Ni 3.276 0.316 0.103
O 1.687 -0.464 0.058
```



3.
Molecular formula: C4H7NO
Method: DFT, the ωB97M-V functional and the def2-TZVPD basis

Output
HOMO-LUMO gap = 10.622 eV
Calculated total energy = -7797.5250 eV
ΔE to the lowest compared entry with this formula, charge and spin = 204.5 kJ/mol
Structure (SMILES) = C[C@@]1(C=O)CN1

```
13
C4H7NO the ωB97M-V functional and the def2-TZVPD basis
C 1.438 -0.582 0.037
C 0.018 -0.041 0.040
C -1.039 -0.944 0.626
O -2.057 -0.563 1.156
C -0.367 1.396 -0.001
N -0.301 0.627 -1.230
H 1.675 -0.896 -0.984
H 2.172 0.175 0.320
H 1.565 -1.447 0.697
H -0.833 -2.029 0.528
H -1.360 1.637 0.376
H 0.382 2.173 0.130
H -1.223 0.371 -1.568
```



4.
Molecular formula: FH3OP2
Method: DFT, the ωB97M-V functional and the def2-TZVPD basis

Output
HOMO-LUMO gap = 8.446 eV
Calculated total energy = -23389.2951 eV
ΔE to the lowest compared entry with this formula, charge and spin = 238.1 kJ/mol

```
7
FH3OP2 the ωB97M-V functional and the def2-TZVPD basis
O -1.440 -0.489 0.305
F 2.535 0.372 -0.290
P -0.340 0.751 0.114
P 1.356 -0.636 0.231
H -2.308 -0.542 -0.227
H -0.349 1.325 1.501
H 0.546 -0.782 -1.634
```



5.
Molecular formula: C4H10Cl4N2O4
Method: DFT, the ωB97M-V functional and the def2-TZVPD basis

Output
HOMO-LUMO gap = 10.751 eV
Calculated total energy = -65564.1701 eV
ΔE to the lowest compared entry with this formula, charge and spin = 29.9 kJ/mol
Structure (SMILES) = C[N+](=O)[O-].C[N+](=O)[O-].ClCCl.ClCCl

```
24
C4H10Cl4N2O4 the ωB97M-V functional and the def2-TZVPD basis
C -0.766 0.329 2.098
N -0.707 0.938 0.700
O 0.417 0.960 0.204
O -1.708 1.413 0.178
H 0.190 -0.041 2.469
H -1.558 -0.413 1.994
H -0.975 1.206 2.710
C 1.362 -4.108 0.517
N 1.073 -2.647 0.871
O 1.969 -1.861 0.650
O -0.026 -2.400 1.353
H 1.813 -4.170 -0.474
H 0.470 -4.726 0.614
H 2.126 -4.376 1.247
Cl -0.528 -1.393 -4.007
C -0.661 -0.704 -2.329
Cl -1.541 -1.838 -1.209
H 0.335 -0.561 -1.911
H -1.194 0.239 -2.451
Cl 1.150 5.476 0.429
C 0.027 4.694 -0.753
Cl -1.594 5.351 -0.504
H 0.277 5.022 -1.762
H 0.051 3.611 -0.635
```



6.
Molecular formula: C25H20ClO2PPt
Method: DFT, the ωB97M-V functional and the def2-TZVPD basis

Output
HOMO-LUMO gap (spin up / spin down) = 6.720 / 2.952 eV
Calculated total energy = -55379.6399 eV
Multiplicity = 5
Charge = +2

```
50
C25H20ClO2PPt the ωB97M-V functional and the def2-TZVPD basis
Pt 1.071 0.504 -2.326
Cl 3.403 0.504 -2.262
C 3.866 0.715 -0.606
C 5.236 0.882 -0.360
C 5.702 1.057 0.939
C 4.799 1.066 1.994
C 3.431 0.899 1.753
C 2.928 0.715 0.450
P 1.134 0.504 0.121
C 0.334 0.739 1.742
C 0.031 -0.303 2.632
C -0.572 -0.044 3.867
C -0.887 1.262 4.232
C -0.601 2.310 3.363
C 0.002 2.050 2.128
C 0.963 -1.287 -0.187
C 1.932 -2.244 0.153
C 1.731 -3.601 -0.119
C 0.557 -4.025 -0.735
C -0.417 -3.094 -1.079
C -0.215 -1.737 -0.808
H 5.945 0.877 -1.185
H 6.765 1.188 1.126
H 5.154 1.205 3.013
H 2.771 0.913 2.617
H 0.262 -1.337 2.388
H -0.797 -0.867 4.541
H -1.357 1.461 5.192
H -0.848 3.331 3.641
H 0.214 2.889 1.468
H 2.860 -1.957 0.641
H 2.496 -4.325 0.150
H 0.403 -5.080 -0.947
H -1.335 -3.418 -1.562
H -0.993 -1.030 -1.091
O -1.690 0.503 -0.209
C -1.831 0.504 -1.474
O -0.886 0.504 -2.326
C -3.249 0.504 -2.012
C -4.352 0.504 -1.142
C -5.659 0.504 -1.637
C -5.883 0.504 -3.013
C -4.802 0.504 -3.893
C -3.497 0.504 -3.395
H -4.176 0.503 -0.068
H -6.494 0.504 -0.944
H -6.898 0.504 -3.398
H -4.967 0.504 -4.965
H -2.652 0.504 -4.082
H 1.071 2.222 -2.326
```



7.
Molecular formula: C5H7NO
Method: DFT, the ωB97M-V functional and the def2-TZVPD basis

Output
HOMO-LUMO gap = 8.972 eV
Calculated total energy = -8829.9691 eV
ΔE to the lowest compared entry with this formula, charge and spin = 601.5 kJ/mol

```
14
C5H7NO the ωB97M-V functional and the def2-TZVPD basis
O -2.934 -0.776 0.343
C -2.576 0.199 0.976
N -0.580 0.537 0.645
C -0.164 -0.597 0.288
C 1.083 -0.872 -0.468
C 2.042 0.220 -0.403
C 2.806 1.138 -0.308
H -2.886 1.215 0.545
H 0.081 1.303 0.765
H -0.870 -1.440 0.310
H -1.689 -0.140 2.328
H 1.519 -1.822 -0.164
H 0.717 -1.009 -1.500
H 3.507 1.939 -0.235
```



8.
Molecular formula: C35H57F8N6O4P
Method: DFT, the ωB97M-V functional and the def2-TZVPD basis

Output
HOMO-LUMO gap = 7.385 eV
Calculated total energy = -85371.2114 eV
Structure (SMILES) = CCCCCCCCCCCCCCO[P@](=O)(OCCCC(F)(F)C(F)(F)F)OCCC(F)=C(F)F.CC#N.CC#N.CC#N.CC#N.CC#N.CC#N

```
111
C35H57F8N6O4P the ωB97M-V functional and the def2-TZVPD basis
C 1.203 -0.894 3.023
C 2.211 0.311 3.358
C 2.248 1.474 2.261
C 3.714 1.721 1.652
C 3.772 1.500 0.050
C 4.036 -0.019 -0.356
C 2.875 -1.035 0.086
C 2.583 -2.195 -0.979
C 1.585 -1.632 -2.128
C 0.215 -2.442 -2.152
C -0.807 -1.960 -3.288
C -1.193 -0.414 -3.164
C -2.749 -0.095 -3.259
C -3.626 -0.684 -2.074
O -3.731 0.182 -0.904
P -4.936 1.344 -1.056
O -4.978 2.020 -2.436
O -4.606 2.518 0.142
C -3.427 3.282 -0.217
C -2.291 2.953 0.887
C -1.044 3.943 0.781
C -0.294 3.914 -0.614
F -0.363 2.639 -1.214
F 1.081 4.152 -0.338
C -0.739 5.040 -1.653
F -1.318 6.163 -1.079
F -1.621 4.548 -2.629
F 0.407 5.449 -2.367
O -6.498 0.785 -0.744
C -6.527 -0.575 -0.236
C -7.979 -0.747 0.457
C -8.012 -0.244 1.954
F -6.983 0.621 2.405
C -9.041 -0.584 2.887
F -10.086 0.289 3.252
F -9.077 -1.822 3.550
H 0.754 -0.841 1.983
H 1.774 -1.882 3.109
H 0.328 -0.948 3.751
H 3.252 -0.142 3.495
H 1.886 0.741 4.369
H 1.940 2.438 2.800
H 1.501 1.310 1.417
H 3.996 2.819 1.823
H 4.530 1.118 2.181
H 4.617 2.136 -0.389
H 2.815 1.913 -0.432
H 5.047 -0.340 0.069
H 4.155 -0.043 -1.494
H 1.909 -0.443 0.188
H 3.178 -1.485 1.088
H 2.017 -3.036 -0.440
H 3.534 -2.643 -1.420
H 2.144 -1.795 -3.112
H 1.364 -0.525 -1.972
H -0.313 -2.331 -1.151
H 0.482 -3.533 -2.342
H -0.276 -2.156 -4.285
H -1.737 -2.608 -3.261
H -0.705 0.110 -4.063
H -0.681 0.043 -2.249
H -3.127 -0.597 -4.220
H -2.859 1.018 -3.429
H -3.223 -1.687 -1.717
H -4.691 -0.831 -2.473
H -3.720 4.386 -0.189
H -2.978 2.995 -1.222
H -2.010 1.856 0.718
H -2.757 3.020 1.920
H -1.396 4.969 1.104
H -0.275 3.608 1.562
H -5.713 -0.826 0.506
H -6.548 -1.291 -1.132
H -8.680 -0.045 -0.121
H -8.409 -1.786 0.329
C -0.088 -6.877 -2.624
C 0.321 -5.816 -3.594
N 0.641 -4.984 -4.351
H 0.795 -7.303 -2.146
H -0.736 -6.450 -1.858
H -0.629 -7.668 -3.145
C -0.293 -10.793 -1.014
C -1.040 -9.629 -0.447
N -1.632 -8.721 0.008
H -0.632 -10.990 -2.032
H 0.775 -10.576 -1.029
H -0.469 -11.679 -0.403
C 6.635 -0.943 4.875
C 5.928 -1.239 3.593
N 5.372 -1.471 2.589
H 6.250 -0.018 5.306
H 6.477 -1.755 5.580
H 7.705 -0.833 4.692
C -1.622 9.362 -2.071
C -2.325 10.526 -1.450
N -2.875 11.436 -0.964
H -1.996 9.200 -3.083
H -0.550 9.557 -2.114
H -1.798 8.465 -1.479
C 3.022 -2.163 6.135
C 4.272 -1.769 6.854
N 5.251 -1.461 7.415
H 2.151 -1.801 6.682
H 3.019 -1.731 5.134
H 2.968 -3.249 6.056
C 6.634 3.488 -3.118
C 6.864 2.631 -1.916
N 7.044 1.960 -0.976
H 7.586 3.707 -3.604
H 5.985 2.969 -3.824
H 6.161 4.425 -2.821
```



Question: What is the calculated total energy in the first record?
Answer: -93176.2831 eV